No. 1
The following is a quantum chemistry calculation of a molecular structure, C44H48BBrFeN6O at a distorted geometry, from OMol25.

Last column: Löwdin charge in e.
Element x y z (Å)
Fe: 0.539 -0.139 -0.869  0.865
C: 3.662 3.742 1.129  -0.014
C: 2.441 3.412 0.345  -0.259
C: 1.235 4.083 0.292  0.042
C: 0.401 3.288 -0.516  -0.230
N: 1.075 2.199 -0.888  0.064
N: 2.320 2.290 -0.403  0.029
B: 3.429 1.441 -1.060  -0.488
N: 2.972 1.133 -2.513  0.032
N: 1.850 0.456 -2.769  0.046
C: 1.674 0.407 -4.090  -0.227
C: 2.739 1.082 -4.709  0.037
C: 3.537 1.531 -3.674  -0.258
C: 4.796 2.313 -3.793  -0.021
C: 0.521 -0.242 -4.696  -0.156
C: -0.482 -0.826 -3.920  -0.047
C: -1.581 -1.418 -4.511  -0.076
C: -1.707 -1.438 -5.891  -0.087
C: -0.720 -0.865 -6.673  -0.077
C: 0.383 -0.277 -6.084  -0.024
N: 3.621 0.095 -0.335  0.029
N: 2.779 -0.913 -0.614  0.055
C: 3.378 -2.055 -0.269  -0.250
C: 4.617 -1.762 0.323  0.042
C: 4.736 -0.387 0.257  -0.259
C: 5.825 0.481 0.779  -0.014
C: 2.833 -3.361 -0.612  -0.237
C: 3.199 -4.501 0.096  -0.036
C: 2.674 -5.735 -0.243  -0.078
C: 1.777 -5.848 -1.290  -0.087
C: 1.424 -4.723 -2.017  -0.090
C: 1.954 -3.489 -1.689  -0.113
C: -0.925 3.561 -1.048  -0.187
C: -1.568 4.776 -0.818  -0.036
C: -2.805 5.033 -1.382  -0.081
C: -3.410 4.088 -2.193  -0.089
C: -2.778 2.875 -2.427  -0.073
C: -1.548 2.613 -1.863  -0.037
H: 3.508 4.676 1.665  0.082
H: 4.538 3.835 0.489  0.078
H: 3.862 2.951 1.852  0.080
H: 0.991 5.012 0.769  0.107
H: 4.444 2.047 -1.079  0.112
H: 2.911 1.236 -5.754  0.103
H: 5.006 2.482 -4.847  0.081
H: 5.636 1.779 -3.351  0.084
H: 4.707 3.276 -3.294  0.084
H: -0.399 -0.815 -2.824  0.065
H: -2.350 -1.861 -3.895  0.107
H: -2.570 -1.896 -6.352  0.102
H: -0.810 -0.871 -7.748  0.104
H: 1.146 0.165 -6.705  0.105
H: 5.334 -2.460 0.704  0.108
H: 6.608 -0.129 1.219  0.082
H: 5.435 1.150 1.545  0.076
H: 6.256 1.096 -0.009  0.077
H: 3.883 -4.417 0.925  0.111
H: 2.961 -6.610 0.320  0.103
H: 1.352 -6.810 -1.537  0.102
H: 0.728 -4.808 -2.837  0.106
H: 1.682 -2.607 -2.254  0.091
H: -1.087 5.532 -0.213  0.109
H: -3.302 5.975 -1.188  0.103
H: -4.366 4.297 -2.652  0.100
H: -3.247 2.137 -3.062  0.103
H: -1.049 1.664 -2.036  0.083
C: -4.530 -2.265 5.380  -0.063
C: -3.357 -2.953 4.682  -0.562
C: -2.355 -3.410 5.749  -0.043
C: -3.900 -4.170 3.918  -0.048
C: -2.671 -2.041 3.684  -0.185
C: -1.711 -2.571 2.832  -0.097
C: -1.193 -1.780 1.841  -0.508
Br: -0.061 -2.587 0.518  0.959
C: -1.483 -0.407 1.635  -0.399
O: -0.908 0.207 0.660  -0.227
C: -2.426 0.138 2.560  -0.084
C: -2.993 -0.702 3.505  0.010
C: -2.938 1.576 2.533  -0.530
C: -4.337 1.581 1.892  -0.033
C: -2.028 2.503 1.737  -0.059
C: -3.049 2.159 3.954  -0.053
H: -5.025 -2.979 6.032  0.082
H: -5.256 -1.904 4.655  0.087
H: -4.192 -1.430 5.987  0.084
H: -2.837 -4.101 6.437  0.081
H: -1.993 -2.557 6.318  0.087
H: -1.500 -3.910 5.303  0.077
H: -4.441 -4.827 4.595  0.080
H: -3.102 -4.743 3.457  0.072
H: -4.577 -3.844 3.130  0.092
H: -1.379 -3.593 2.909  0.099
H: -3.742 -0.272 4.143  0.089
H: -4.293 1.207 0.871  0.088
H: -4.734 2.595 1.866  0.083
H: -5.027 0.959 2.458  0.078
H: -1.984 2.189 0.705  0.054
H: -1.020 2.501 2.150  0.099
H: -2.406 3.523 1.768  0.086
H: -3.845 1.703 4.537  0.070
H: -3.268 3.224 3.890  0.081
H: -2.114 2.035 4.494  0.091

Properties
Largest force on an atom = 2.8 eV/Å
2S+1 = 5
LUMO level (spin up / spin down) = 0.5 / 0.0 eV
Frontier orbital gap (spin up / spin down) = 0.2843 / 0.2654 Ha
DFT total energy = -5971.96323 a.u.

=====

No. 2
The following is a quantum chemistry calculation of a molecular structure, C44H48BrF16IN2O6P at a distorted geometry, from OMol25.

Last column: Löwdin charge in e.
Element x y z (Å)
C: 0.728 5.311 -0.237  -0.133
C: 0.834 4.121 0.730  -0.400
P: 2.279 3.058 0.318  0.942
C: 3.560 3.656 1.484  -0.246
C: 1.538 1.357 0.762  -0.280
C: 2.315 0.190 1.500  -0.340
C: 1.421 -0.477 2.550  0.010
O: 3.464 0.681 2.184  -0.016
C: 3.478 0.853 3.570  -0.394
O: 4.028 0.039 4.253  0.187
C: 2.964 2.123 4.168  -0.147
C: 3.894 2.837 4.913  -0.015
C: 3.548 4.038 5.510  -0.050
C: 2.257 4.526 5.384  -0.060
C: 1.320 3.805 4.663  -0.069
C: 1.671 2.619 4.044  -0.048
C: 2.786 -0.812 0.333  -0.262
C: 2.377 -2.259 0.698  -0.109
C: 2.952 -3.461 -0.089  -0.114
C: 3.369 -4.585 0.837  -0.229
C: 2.588 -4.962 1.926  -0.043
C: 2.998 -5.980 2.764  -0.072
C: 4.190 -6.645 2.532  -0.078
C: 4.961 -6.299 1.437  -0.067
C: 4.548 -5.276 0.599  -0.063
C: 4.313 -0.747 0.207  -0.226
C: 5.097 -1.602 1.176  -0.752
O: 4.883 -1.846 2.307  0.104
Br: 6.718 -2.308 0.318  0.763
N: 2.066 -0.278 -0.942  -0.177
I: 3.394 1.033 -2.163  1.301
C: 1.716 -1.303 -1.989  -0.297
C: 0.398 -1.574 -2.331  -0.020
C: 0.105 -2.518 -3.300  -0.032
C: 1.117 -3.198 -3.947  -0.038
C: 2.431 -2.899 -3.626  -0.044
C: 2.730 -1.963 -2.664  -0.139
C: 0.910 0.646 -0.458  -0.464
N: -0.222 -0.152 0.043  0.117
C: 0.378 1.571 -1.568  -0.165
C: -1.088 1.955 -1.351  -0.358
C: -2.122 1.272 -2.128  -0.028
O: -1.641 2.642 -2.432  -0.045
H: 1.717 5.598 -0.587  0.065
H: 0.267 6.155 0.264  0.072
H: 0.119 5.035 -1.095  0.064
H: 0.949 4.477 1.756  0.070
H: -0.068 3.514 0.733  0.049
H: 4.019 4.497 0.964  0.046
H: 3.133 4.046 2.402  0.024
H: 4.345 2.936 1.684  0.040
H: 0.766 1.610 1.483  0.084
H: 1.995 -1.165 3.164  0.110
H: 0.633 -1.072 2.113  0.081
H: 0.932 0.264 3.171  0.086
H: 4.901 2.459 5.011  0.129
H: 4.291 4.580 6.074  0.113
H: 1.996 5.459 5.859  0.112
H: 0.309 4.179 4.583  0.113
H: 0.920 2.085 3.486  0.088
H: 1.297 -2.312 0.599  0.107
H: 2.650 -2.416 1.733  0.101
H: 3.823 -3.209 -0.685  0.086
H: 2.187 -3.859 -0.752  0.126
H: 1.655 -4.452 2.129  0.114
H: 2.392 -6.266 3.611  0.107
H: 4.522 -7.427 3.197  0.106
H: 5.894 -6.799 1.223  0.108
H: 5.148 -5.000 -0.258  0.093
H: 4.701 0.265 0.278  0.097
H: 4.611 -1.104 -0.772  0.024
H: -0.434 -1.060 -1.892  0.089
H: -0.926 -2.713 -3.549  0.098
H: 0.904 -3.944 -4.697  0.119
H: 3.236 -3.403 -4.139  0.122
H: 3.775 -1.795 -2.459  0.075
H: -0.535 0.167 0.944  0.099
H: -0.096 -1.148 0.039  0.073
H: 0.385 1.103 -2.549  0.106
H: 0.893 2.528 -1.570  0.043
H: -1.359 2.274 -0.342  0.130
H: -1.791 0.572 -2.882  0.106
H: -3.167 1.370 -1.878  0.114
C: -4.992 4.250 0.085  -0.037
C: -4.212 5.472 -0.425  -0.441
C: -2.685 5.380 -0.414  -0.308
F: -2.232 5.270 0.857  0.082
F: -2.169 6.509 -0.944  0.105
F: -4.603 6.584 0.225  0.147
F: -4.553 5.608 -1.737  0.112
O: -5.470 4.288 1.415  0.058
C: -4.732 3.828 2.467  -0.545
C: -4.478 4.929 3.504  -0.284
F: -3.785 5.941 2.950  0.104
F: -3.740 4.406 4.510  0.097
F: -3.574 3.251 2.075  0.132
F: -5.454 2.873 3.091  0.148
H: -5.895 4.234 -0.524  0.152
H: -4.457 3.323 -0.125  0.138
H: -2.340 4.521 -0.999  0.147
H: -5.425 5.305 3.895  0.179
C: -6.580 -3.722 -3.889  -0.042
C: -5.312 -3.230 -3.176  -0.442
C: -4.220 -2.577 -4.026  -0.293
F: -3.693 -3.442 -4.909  0.102
F: -3.214 -2.182 -3.194  0.065
F: -4.773 -4.219 -2.437  0.140
F: -5.713 -2.243 -2.319  0.099
O: -6.659 -5.102 -4.170  0.054
C: -6.186 -5.637 -5.339  -0.548
C: -5.106 -6.691 -5.069  -0.284
F: -4.059 -6.126 -4.429  0.094
F: -4.671 -7.178 -6.250  0.107
F: -5.748 -4.695 -6.193  0.152
F: -7.208 -6.281 -5.938  0.154
H: -7.379 -3.550 -3.169  0.152
H: -6.809 -3.111 -4.762  0.150
H: -4.602 -1.701 -4.556  0.175
H: -5.511 -7.500 -4.460  0.177

Properties
Largest force on an atom = 1.8 eV/Å
2S+1 = 1
Total charge = +1
LUMO level = -5.1 eV
Frontier orbital gap = 0.2079 Ha
DFT total energy = -7076.96660 a.u.